40
Properties=species:S:1:pos:R:3:forces:R:3 method="wB97M-V/def2-TZVPD" lumo_energy_ha=0.0202 charge=0 homo_energy_ev=-7.849 gap_ha=0.3087 e_above_lowest_ev=1.276 mol_weight_g_mol=321.471
C 0.84546 -4.01213 -0.61184 0.08 -0.02 0.03
C 0.10006 -3.37455 -1.49293 -0.04 0.17 -0.08
C -0.64541 -2.09295 -1.24267 -0.01 -0.20 -0.40
N -0.55193 -1.63256 0.11206 0.04 0.32 0.73
C 0.29329 -0.67195 0.58384 0.02 0.09 0.21
S 1.39488 0.20313 -0.43384 0.42 0.11 -0.21
C 1.68310 1.64674 0.65351 -0.27 -0.37 -0.07
C 0.76172 2.74778 0.16538 0.24 0.11 -0.11
O -0.39776 2.76122 0.48881 -0.11 -0.01 0.10
C 1.37154 3.79799 -0.76065 -0.24 0.33 -0.13
C 0.25106 4.69000 -1.29905 0.11 -0.18 0.16
C 2.10581 3.13450 -1.92959 -0.14 0.01 0.16
C 2.34500 4.64828 0.06763 -0.11 -0.16 -0.05
N 0.16535 -0.52932 1.87678 0.76 0.60 -0.55
N -0.76233 -1.39231 2.28577 -0.95 -0.92 0.23
C -1.19865 -2.06846 1.24492 0.59 0.63 0.17
C -2.19775 -3.08530 1.35181 -0.71 -0.79 -0.19
C -2.82549 -3.43507 2.51967 0.28 0.23 -0.32
C -3.76188 -4.47032 2.35204 -0.13 -0.20 -0.14
C -3.84186 -4.90311 1.06622 0.14 0.14 -0.25
S -2.77127 -4.05442 0.02762 -0.14 0.01 0.67
H 1.35551 -4.92508 -0.86260 0.07 -0.18 -0.13
H 0.98171 -3.65847 0.39723 -0.04 0.14 0.19
H -0.02027 -3.75240 -2.49819 0.03 -0.14 -0.14
H -1.70135 -2.22627 -1.50468 0.16 0.17 -0.04
H -0.23306 -1.30685 -1.88758 -0.22 -0.07 0.06
H 2.73964 1.88889 0.59160 -0.01 -0.01 0.02
H 1.40239 1.31518 1.65333 0.10 0.14 -0.01
H 0.66173 5.46977 -1.93541 0.09 0.08 -0.08
H -0.45615 4.10073 -1.87755 -0.10 -0.01 -0.05
H -0.28974 5.15304 -0.47791 -0.08 0.05 0.01
H 2.49434 3.90284 -2.59453 0.07 0.07 -0.05
H 1.42658 2.50197 -2.49661 -0.04 -0.06 -0.11
H 2.94040 2.52456 -1.59460 0.17 -0.08 0.00
H 2.72790 5.46099 -0.54551 0.06 0.08 -0.05
H 3.18998 4.06322 0.42202 0.14 -0.03 0.06
H 1.83661 5.07705 0.92844 -0.02 0.09 0.09
H -2.60169 -2.94738 3.44974 0.05 0.11 0.17
H -4.35151 -4.87807 3.15313 -0.11 -0.09 0.12
H -4.46594 -5.67090 0.65420 -0.15 -0.17 -0.03

=====

53
Properties=species:S:1:pos:R:3:forces:R:3 method="wB97M-V/def2-TZVPD" lumo_energy_ha=-0.0023 charge=0 homo_energy_ev=-9.497 gap_ha=0.3467 mol_weight_g_mol=606.021
B -4.28929 1.46297 -3.14760 -0.15 0.10 0.01
C -2.76214 1.27473 -3.33748 0.13 -0.29 0.20
I -2.51803 2.20928 -5.27008 -0.07 0.14 -0.13
C -1.79464 1.82727 -2.30359 -0.05 -0.13 0.10
C -1.88266 3.31712 -2.02360 0.03 0.06 -0.02
H -4.70853 2.11199 -2.23798 -0.02 0.11 -0.12
H -5.04132 0.91102 -3.88415 0.00 -0.06 0.04
H -2.53287 0.23107 -3.55999 0.04 0.03 -0.06
H -2.01365 1.28266 -1.37691 0.06 -0.04 -0.02
H -0.77120 1.55852 -2.57339 0.02 0.03 -0.02
H -1.66764 3.89990 -2.92014 0.02 0.01 0.02
H -1.15452 3.59198 -1.26017 0.00 0.03 0.01
H -2.86992 3.60760 -1.66487 -0.03 -0.03 0.00
C 3.36825 -0.19175 -1.52253 0.03 -0.12 0.06
C 2.43381 -1.37544 -1.71181 -0.04 0.11 -0.03
O 1.36416 -1.05792 -0.84626 -0.17 -0.02 -0.16
C 1.34317 0.28921 -0.64666 0.02 -0.05 0.06
O 0.44032 0.86914 -0.14047 0.08 0.00 0.11
O 2.46263 0.84444 -1.13024 0.04 0.13 0.03
F 2.98276 -2.54977 -1.30566 0.06 0.01 0.08
H 4.05600 -0.39861 -0.70272 0.05 0.03 -0.04
H 3.90314 0.11206 -2.41559 -0.06 0.03 -0.04
H 2.04656 -1.51227 -2.72265 0.05 -0.08 -0.01
C -2.04723 1.76007 1.88235 0.04 0.00 0.01
C -1.49328 1.69104 3.29454 -0.10 -0.01 -0.03
O -1.40966 3.03985 3.66916 -0.05 0.06 0.11
C -2.24923 3.78036 2.87999 0.01 -0.10 0.01
O -2.50804 4.91745 3.06529 0.02 0.04 -0.02
O -2.74995 3.00509 1.89470 0.02 0.07 -0.08
F -0.24662 1.13780 3.32290 0.04 0.04 -0.04
H -1.22756 1.80270 1.16620 0.02 -0.06 -0.02
H -2.73113 0.95580 1.62986 -0.07 0.03 0.04
H -2.10817 1.15451 4.01894 0.05 -0.07 -0.02
C -0.44408 -3.75798 -0.28505 0.03 -0.09 0.10
C 0.10259 -5.17556 -0.30966 0.02 0.08 -0.13
O -0.68667 -5.79803 -1.29737 0.06 -0.07 -0.09
C -1.23243 -4.84644 -2.10621 0.06 0.04 0.05
O -1.80773 -5.06624 -3.11483 -0.04 -0.01 0.00
O -0.98867 -3.61540 -1.59687 -0.08 0.03 -0.03
F -0.07502 -5.81253 0.87481 -0.08 0.01 0.03
H -1.24457 -3.69191 0.45431 0.03 0.02 0.03
H 0.30283 -2.99182 -0.11606 0.00 0.01 -0.01
H 1.15394 -5.26155 -0.58964 0.02 -0.02 0.10
C 2.90997 0.18452 3.89029 -0.04 -0.06 -0.08
C 3.06337 -0.86200 2.79645 0.11 0.08 0.09
O 3.62111 -0.11564 1.73815 0.08 -0.15 -0.11
C 4.22887 1.00366 2.24399 -0.09 -0.03 -0.01
O 4.92891 1.71472 1.61130 0.00 0.03 -0.01
O 3.92251 1.13528 3.54709 0.00 0.10 0.02
F 1.87432 -1.37661 2.39385 -0.06 0.07 0.00
H 1.92916 0.65155 3.81441 -0.03 -0.02 0.05
H 3.08878 -0.18546 4.89424 0.05 -0.01 0.00
H 3.72928 -1.69241 3.03741 -0.08 -0.05 0.00

=====

43
Properties=species:S:1:pos:R:3:forces:R:3 method="wB97M-V/def2-TZVPD" lumo_energy_ha="-0.3514 / -0.3515" charge=+2 homo_energy_ev="-13.553 / -13.544" gap_ha="0.1467 / 0.1462" mol_weight_g_mol=543.401
Rh 0.01950 -0.03930 0.04340 -0.61 -1.77 2.27
C -2.84370 -0.86930 1.90800 0.35 0.26 -0.31
C -2.67330 0.59440 2.26100 0.00 -0.13 -0.08
S -1.88330 1.52100 0.89410 1.40 -0.62 0.06
C -0.85380 2.69840 1.85330 -0.19 0.04 -0.02
C 0.14870 3.36910 0.93450 -0.40 -0.52 -0.16
S 1.14430 2.19290 -0.06130 0.46 -0.49 -0.57
C 2.64820 1.93900 0.95030 -0.22 -0.29 -0.03
C 2.46160 1.10160 2.20220 -0.02 -0.10 -0.05
S 1.78190 -0.55640 1.80110 -1.66 0.74 -0.97
C 0.62460 -0.83680 3.20590 0.15 0.01 -0.03
C -0.32740 -1.97300 2.88160 0.21 0.18 -0.42
S -1.32870 -1.74170 1.36790 0.40 0.24 -0.71
H -3.50460 -0.97150 1.04610 -0.06 -0.14 0.03
H -3.27280 -1.41910 2.74620 0.01 -0.09 -0.06
H -2.08200 0.73020 3.16300 0.05 0.06 0.03
H -3.65960 1.03380 2.41990 0.05 0.09 0.03
H -0.36330 2.14790 2.65590 -0.08 0.00 -0.03
H -1.51800 3.44690 2.29090 0.01 -0.03 -0.01
H 0.82790 4.00780 1.49830 0.07 -0.01 -0.08
H -0.37280 3.97900 0.19620 0.12 0.07 -0.01
H 3.03370 2.92330 1.21700 0.02 0.02 -0.08
H 3.35890 1.46620 0.26960 -0.03 0.08 -0.04
H 1.81640 1.58860 2.93050 -0.04 -0.04 0.03
H 3.43830 0.93250 2.65990 -0.04 -0.04 0.07
H 0.09770 0.09120 3.42540 0.09 0.01 -0.04
H 1.22420 -1.11670 4.07340 0.09 0.06 0.01
H -1.00730 -2.16320 3.71110 -0.01 -0.03 0.02
H 0.23710 -2.88530 2.67970 -0.10 -0.06 0.06
Br -0.88500 -5.61070 -1.90230 -1.28 -0.16 -0.27
C -1.70290 -3.90320 -2.11470 0.16 -0.17 -0.06
C -3.02750 -3.80240 -2.52720 0.20 -0.17 0.08
C -3.59760 -2.55150 -2.68730 0.00 0.06 -0.01
C -2.86390 -1.39880 -2.44560 -0.09 0.42 0.21
C -1.55200 -1.50120 -2.01710 -0.23 -0.45 0.15
C -0.97420 -2.75010 -1.84390 1.08 -0.22 0.30
C 0.47310 -2.88350 -1.32740 -3.76 -3.14 -1.73
O 0.95520 -4.00790 -1.37590 1.51 2.07 0.58
O 0.97870 -1.84300 -0.87420 2.42 3.97 2.31
H -3.60170 -4.69490 -2.72350 -0.02 -0.07 -0.02
H -4.62350 -2.47670 -3.01450 -0.06 0.03 -0.07
H -3.30220 -0.42620 -2.60250 -0.13 0.10 -0.07
H -0.94700 -0.58940 -1.86680 0.16 0.21 -0.29

=====

41
Properties=species:S:1:pos:R:3:forces:R:3 method="wB97M-V/def2-TZVPD" lumo_energy_ha=0.0250 charge=0 homo_energy_ev=-8.757 gap_ha=0.3468 e_above_lowest_ev=0.000 mol_weight_g_mol=331.243
C -3.38691 -3.50576 -0.40736 0.02 0.04 0.01
N -3.08928 -2.21890 0.18043 0.02 0.03 -0.05
C -1.72634 -1.80106 -0.08799 0.10 0.12 0.27
C -1.42995 -0.50369 0.66762 0.28 -0.29 -0.19
N -2.36333 0.51999 0.25829 -0.27 -0.31 0.26
C -2.11209 1.63041 -0.47058 0.43 0.24 -0.22
O -3.00572 2.36231 -0.85677 -0.16 0.28 -0.17
C -0.65243 1.95629 -0.74805 -0.16 0.08 0.06
C 0.04285 2.50501 0.50311 0.41 -0.22 -0.21
C 1.55996 2.40719 0.37426 -0.24 0.40 0.16
O 1.88116 1.02720 0.32723 0.05 -0.17 0.01
C 3.16899 0.64714 0.17830 0.15 -0.20 -0.04
C 4.26261 1.50358 0.10650 -0.29 0.04 0.03
C 5.54631 1.00626 -0.04385 0.06 -0.22 -0.02
C 5.75226 -0.35903 -0.12470 -0.26 0.16 0.03
Cl 7.34992 -0.98314 -0.31076 0.25 -0.09 -0.03
C 4.68134 -1.23899 -0.05766 0.01 0.18 0.01
C 3.40620 -0.73295 0.09127 0.03 0.29 0.01
Cl 2.06304 -1.80942 0.17082 -0.14 -0.21 0.00
C -3.73418 0.11064 0.48612 -0.42 0.06 -0.21
C -4.01801 -1.19219 -0.25901 -0.01 0.17 0.25
H -2.69308 -4.24591 -0.01149 0.00 -0.09 -0.03
H -3.30761 -3.50198 -1.50601 0.00 -0.01 -0.03
H -4.40019 -3.79537 -0.13329 -0.04 -0.08 -0.03
H -1.04531 -2.58266 0.25566 0.02 0.00 -0.03
H -1.55398 -1.64036 -1.16893 0.02 -0.02 0.03
H -0.39872 -0.20563 0.49995 -0.02 0.04 0.03
H -1.57451 -0.68668 1.73871 0.10 0.00 -0.04
H -0.12791 1.07160 -1.10838 0.03 -0.01 -0.01
H -0.63701 2.71011 -1.53654 -0.06 -0.10 0.02
H -0.26239 1.93852 1.38391 0.01 0.05 0.08
H -0.23864 3.54655 0.65728 -0.01 0.01 0.05
H 2.04685 2.87734 1.23847 0.01 -0.05 -0.12
H 1.89962 2.90416 -0.54360 0.03 -0.03 0.07
H 4.12197 2.57026 0.16891 -0.05 0.10 0.01
H 6.38297 1.68401 -0.09726 0.09 0.04 -0.01
H 4.83729 -2.30354 -0.12196 0.00 -0.09 0.00
H -4.38878 0.90782 0.13205 0.07 -0.11 0.10
H -3.88337 -0.04388 1.55944 -0.03 0.00 -0.04
H -5.03457 -1.52397 -0.03744 0.00 0.02 -0.04
H -3.93906 -1.01129 -1.34670 -0.02 -0.02 0.03

=====

52
Properties=species:S:1:pos:R:3:forces:R:3 method="wB97M-V/def2-TZVPD" lumo_energy_ha="-0.0297 / -0.0304" charge=0 homo_energy_ev="-7.667 / -7.677" gap_ha="0.2520 / 0.2517" multiplicity=3 e_above_lowest_ev=0.000 mol_weight_g_mol=616.541
V 10.19812 11.42265 8.75430 -0.16 -0.85 -0.72
S 7.63175 11.24961 12.51283 -0.45 -0.19 0.74
C 8.52706 11.17704 11.19861 0.97 0.46 -1.48
S 10.24855 11.74382 11.09363 -0.07 0.05 0.34
S 8.07386 10.73768 9.55676 -0.19 0.16 0.31
N 12.37110 11.70822 8.39085 1.85 -0.38 -0.20
C 12.56556 13.08003 8.91732 -0.60 -0.65 0.81
C 13.95102 13.66904 9.03426 -0.69 1.21 -0.22
C 14.86556 13.06384 10.05113 0.78 -1.41 0.62
C 14.50252 13.07369 11.56411 -0.11 0.14 -0.74
N 13.51129 12.02766 11.90370 -1.09 1.97 -0.11
C 13.63544 10.74153 11.95247 0.72 -2.70 1.18
N 14.81358 10.14013 11.75698 -0.69 -0.78 0.04
N 12.61046 9.98252 12.39668 1.27 0.08 -0.51
C 11.44003 13.88364 8.26259 -0.49 0.56 1.30
O 11.43779 15.09135 8.33260 0.11 -0.13 -0.68
O 10.42907 13.11305 7.92347 0.16 0.97 -0.12
H 13.11075 11.06260 8.72882 -0.86 0.27 -0.01
H 12.52398 11.74167 7.37024 -0.30 -0.13 0.46
H 12.21203 13.01965 9.95398 -0.24 0.09 -0.06
H 13.84545 14.75972 9.18789 -0.10 -0.43 -0.06
H 14.46081 13.53904 8.11368 0.50 0.10 -1.22
H 15.89718 13.41753 9.84541 -0.56 0.11 0.55
H 14.92415 11.99332 9.81017 0.18 -0.05 -0.10
H 14.08138 14.05172 11.85194 0.06 -0.55 0.05
H 15.40281 12.90450 12.16409 -0.13 0.07 -0.02
H 12.53872 12.27681 12.08942 0.24 0.62 -0.04
H 15.59385 10.69985 11.57889 1.27 0.52 -0.35
H 14.89525 9.12822 11.71797 -0.08 0.59 -0.04
H 11.72921 10.41003 12.16457 -1.22 -0.31 0.01
H 12.72132 8.96952 12.33304 -0.41 0.61 -0.16
Cl 4.47926 16.38452 9.91675 -0.36 0.11 0.18
C 5.09911 15.34836 8.61267 -0.01 -0.47 1.46
Cl 4.10457 13.88244 8.38018 0.28 0.64 -0.20
H 6.05886 15.03286 9.00769 0.09 -0.13 -0.56
H 5.14801 16.00099 7.77246 0.02 -0.17 -0.87
O 12.89823 8.72534 9.19910 0.89 0.24 0.63
S 11.55062 8.23871 9.09332 -0.66 -1.59 0.17
O 10.92244 7.65740 10.25497 0.57 0.44 -0.42
N 10.66225 9.38302 8.40901 -0.47 0.65 -0.58
C 10.47818 9.19739 7.09979 0.38 0.58 -0.55
S 9.94164 10.53847 6.20975 0.02 -1.03 0.57
C 10.94559 7.84676 6.63215 -0.58 -0.68 -1.87
C 10.87242 7.20021 5.32305 -0.80 3.25 1.91
C 11.29486 5.92957 5.24670 1.05 -2.29 0.08
C 11.80892 5.20766 6.36244 -0.25 1.63 0.48
C 11.88268 5.82487 7.62475 0.50 -0.43 -1.71
C 11.47707 7.14537 7.67946 -0.20 0.20 0.79
H 10.49171 7.78546 4.46886 0.21 -0.50 0.51
H 11.31816 5.41359 4.29055 -0.15 0.13 0.06
H 12.24042 4.24112 6.20446 -0.08 -0.47 0.02
H 12.38937 5.33972 8.43807 -0.15 -0.13 0.35

=====

48
Properties=species:S:1:pos:R:3:forces:R:3 method="wB97M-V/def2-TZVPD" lumo_energy_ha="-0.0726 / -0.1600" charge=+1 homo_energy_ev="-10.883 / -11.255" gap_ha="0.3273 / 0.2537" multiplicity=2 e_above_lowest_ev=0.536 mol_weight_g_mol=641.222
Cs 0.13009 1.53631 -1.70884 -0.04 0.03 -0.59
C 2.79367 -3.64818 1.01888 0.01 0.06 -0.07
N 2.63305 -2.54194 0.08359 0.04 -0.04 0.02
C 3.54705 -2.17598 -0.86194 -0.01 -0.05 0.04
C 2.98995 -1.13453 -1.54566 -0.06 -0.05 0.04
N 1.74961 -0.85789 -1.03930 0.22 -0.21 0.01
C 1.55715 -1.72011 -0.05301 -0.11 0.08 0.05
P 0.14291 -1.83882 1.08892 0.01 -0.11 0.07
C 0.13763 -0.15933 1.79750 -0.01 -0.01 -0.18
N 0.14096 0.98063 1.13136 0.00 0.06 0.44
C 0.11422 1.96997 2.07279 0.02 -0.06 0.02
C 0.09510 1.41988 3.32271 0.00 -0.07 0.02
N 0.10998 0.06606 3.14053 0.01 0.00 0.11
C 0.10058 -0.92090 4.21311 0.00 0.08 -0.06
C -1.30033 -1.73276 -0.01844 0.13 0.09 0.05
N -1.52766 -0.86188 -0.98965 -0.20 -0.16 0.00
C -2.78306 -1.13794 -1.45669 0.05 -0.04 0.01
C -3.31484 -2.18755 -0.76528 0.03 -0.06 0.06
N -2.36808 -2.56017 0.14545 -0.06 -0.04 0.01
C -2.49823 -3.66911 1.08280 -0.01 0.08 -0.08
H 3.75229 -4.11853 0.81901 0.00 -0.01 0.03
H 2.00198 -4.37999 0.87320 -0.01 0.01 0.02
H 2.78103 -3.28543 2.04427 -0.01 -0.03 0.02
H 4.48745 -2.68842 -0.96429 0.01 0.02 -0.02
H 3.40441 -0.59023 -2.37762 0.00 0.00 0.00
H 0.11293 3.01513 1.80995 0.00 0.00 -0.02
H 0.07415 1.85518 4.30631 0.00 0.03 0.00
H 0.09298 -0.38657 5.15887 -0.01 -0.03 0.02
H 0.99068 -1.54425 4.16741 -0.01 -0.03 0.00
H -0.78825 -1.54477 4.15132 0.01 -0.03 0.01
H -3.22733 -0.58761 -2.26915 0.00 0.01 0.00
H -4.25637 -2.70251 -0.83962 -0.02 0.02 -0.03
H -3.44966 -4.15765 0.89315 0.00 -0.02 0.03
H -2.48140 -3.30415 2.10744 0.01 -0.04 0.02
H -1.69465 -4.38583 0.92897 0.01 0.00 0.02
C -1.31145 7.63479 -2.08048 -0.03 0.04 0.00
C 0.10698 7.07398 -2.00343 0.12 -0.25 0.01
C 0.12450 5.60831 -1.90133 -0.01 0.19 -0.01
N 0.12762 4.46302 -1.82188 -0.01 0.52 0.01
H -1.26521 8.71915 -2.15754 -0.01 0.00 0.00
H -1.88390 7.37838 -1.19098 0.00 -0.01 0.00
H -1.83767 7.25159 -2.95273 0.00 -0.01 0.00
H 0.64561 7.46234 -1.13795 -0.03 0.02 0.01
H 0.69055 7.34054 -2.88576 -0.03 0.02 -0.01
Cl -1.66281 -2.97417 -4.26226 -0.22 -0.07 -0.17
Ge 0.08004 -2.71970 -3.04807 0.04 0.32 0.17
Cl 1.78185 -2.86265 -4.34349 0.16 -0.06 -0.15
Cl 0.15387 -4.39573 -1.68216 0.01 -0.19 0.14